# C24H25N3O4

A single C24H25N3O4 molecule (ωB97M-V/def2-TZVPD, the Open Molecules 2025 dataset).

Each line ends with the Mulliken charge.
Geometry (Å):
C  1.51972  3.01280  -0.12165  -0.96
H  1.99543  2.74453  0.82760  0.38
O  0.23266  2.45699  -0.23051  -0.47
C  0.11359  1.10292  -0.21701  0.88
C  1.16070  0.21596  -0.08969  -0.31
C  0.93967  -1.16798  -0.08168  0.41
C  -0.36069  -1.63989  -0.20447  -1.42
C  -1.42023  -0.75807  -0.33724  -0.43
C  -1.21004  0.61086  -0.34697  0.88
O  -2.16230  1.56967  -0.49472  -0.39
C  -3.52412  1.22009  -0.53261  -0.61
C  -4.09196  0.94983  0.87389  -0.57
O  -5.49647  0.92878  0.87087  -0.40
C  -6.17028  -0.15285  0.36589  0.87
C  -5.59642  -1.37068  0.03151  -0.54
C  -6.38236  -2.40440  -0.45281  -0.80
C  -7.74282  -2.23146  -0.60809  -0.63
C  -8.31826  -1.01729  -0.26797  -0.53
C  -7.55484  0.02818  0.21852  0.78
C  -8.16265  1.34317  0.59370  -1.29
H  -7.99164  1.54547  1.64980  0.30
H  -9.23144  1.34595  0.39824  0.40
H  -7.69237  2.14767  0.03055  0.28
H  -9.38332  -0.87808  -0.38438  0.34
H  -8.35503  -3.03440  -0.98912  0.38
H  -5.91897  -3.34593  -0.70788  0.40
H  -4.53810  -1.53909  0.15530  0.27
H  -3.66786  0.03486  1.30451  0.42
H  -3.82042  1.78929  1.52062  0.34
H  -3.71074  0.37318  -1.20362  0.47
H  -4.03053  2.09929  -0.94175  0.31
H  -2.41433  -1.16023  -0.44578  0.29
H  -0.55268  -2.70234  -0.20153  0.34
C  2.04102  -2.09234  0.04523  -0.63
N  3.25074  -1.68950  0.08895  -0.01
N  4.25288  -2.56966  0.20387  -0.34
C  5.58535  -2.17672  0.20993  0.38
O  6.46318  -3.00399  0.30731  -0.69
N  5.71192  -0.82804  0.09782  0.08
C  6.86778  -0.05271  0.04762  0.59
C  6.72140  1.32686  -0.08770  -0.49
C  7.83446  2.14283  -0.14531  -0.60
C  9.10446  1.59547  -0.06902  -0.47
C  9.25054  0.22509  0.06602  -0.57
C  8.14413  -0.60204  0.12518  -0.37
H  8.25633  -1.66817  0.22967  0.49
H  10.23778  -0.20832  0.12600  0.37
H  9.97359  2.23411  -0.11486  0.38
H  7.70921  3.21057  -0.25077  0.36
H  5.72995  1.75486  -0.14812  0.43
H  4.82527  -0.34079  0.02697  0.09
H  4.07069  -3.57092  0.26599  0.24
H  1.79303  -3.15794  0.09501  0.30
H  2.17571  0.56001  0.01095  0.46
H  2.16287  2.70316  -0.95208  0.37
H  1.37679  4.09141  -0.16014  0.27

Summary:
**Energy above the lowest of the compared OMol25 structures with the same formula, charge and spin**: 354.9 kJ/mol
**Charge**: 0
**DFT total energy**: -1394.754306 Ha
**Orbital gap**: 8.3 eV
**Largest force on an atom**: 0.0181 hartree/bohr
**Structure (SMILES)**: COc1cc(/C=N/NC(=O)Nc2ccccc2)ccc1OCCOc1ccccc1C